Model P:
The following is a quantum chemistry calculation of a 2-piece molecular cluster, C5H14 overall, from OMol25.

For the HOMO energy, the calculation gives -10.7340 eV. Its molar mass is 74.17 Da. As for the charge: 0. As for the SMILES: CCC.CC. Its gap between HOMO and LUMO is 11.86 eV.

Bonds (Å) are listed after each position.
Geometry (Å):
1 C 0.6743 -1.0351 1.5939  C2 1.542, C3 1.508, H4 1.095, H5 1.116
2 C 0.4266 0.3661 1.0006  C1 1.542, H6 1.059, H9 1.090, H10 1.116
3 C 2.0807 -1.2089 2.1087  C1 1.508, H7 1.113, H8 1.100, H11 1.088
4 H -0.0380 -1.3353 2.3689  C1 1.095
5 H 0.4018 -1.7184 0.7542  C1 1.116
6 H 0.1508 0.4171 -0.0203  C2 1.059
7 H 2.3596 -2.2848 2.0426  C3 1.113
8 H 2.9060 -0.8809 1.4602  C3 1.100
9 H 1.1676 1.1036 1.3101  C2 1.090
10 H -0.5438 0.7418 1.4036  C2 1.116
11 H 2.3464 -1.0197 3.1466  C3 1.088
12 C -2.2286 0.5919 -2.0923  C13 1.539, H14 1.073, H15 1.103, H16 1.075
13 C -0.8081 1.1669 -2.2335  C12 1.539, H17 1.094, H18 1.089, H19 1.092
14 H -2.9829 1.0784 -2.6801  C12 1.073
15 H -2.3201 -0.4498 -2.4419  C12 1.103
16 H -2.4197 0.6339 -1.0351  C12 1.075
17 H -0.7676 2.1761 -1.8142  C13 1.094
18 H -0.0623 0.6197 -1.6590  C13 1.089
19 H -0.3425 1.0375 -3.2129  C13 1.092

natural (NBO) population analysis, charges in e, atoms 1 to 6: -0.412 -0.619 -0.631 0.204 0.200 0.209

***

Model Q:
The following is a quantum chemistry calculation of a 2-piece molecular cluster, C5H14 overall, from OMol25.

For the HOMO energy, the calculation gives -11.1620 eV. Its molar mass is 74.17 Da. As for the charge: 0. As for the SMILES: CCC.CC. Its gap between HOMO and LUMO is 12.32 eV.

Bonds (Å) are listed after each position.
Geometry (Å):
1 C -1.9836 -0.2724 -0.8133  C2 1.533, C3 1.627, H4 1.116, H5 1.020
2 C -1.3890 -1.4884 -0.0926  C1 1.533, H6 1.074, H7 1.013, H10 1.124
3 C -0.8743 0.1790 -1.9151  C1 1.627, H8 1.061, H9 0.932, H11 1.118
4 H -2.9722 -0.4636 -1.2952  C1 1.116
5 H -2.3275 0.4557 -0.1877  C1 1.020
6 H -1.9928 -1.7321 0.7611  C2 1.074
7 H -0.4717 -1.0996 0.0910  C2 1.013
8 H -1.1308 0.0269 -2.9328  C3 1.061
9 H -0.5878 1.0585 -1.8010  C3 0.932
10 H -1.5464 -2.3735 -0.7675  C2 1.124
11 H 0.0442 -0.4573 -1.9472  C3 1.118
12 C 2.2008 0.3038 0.8303  C13 1.579, H14 1.067, H15 1.097, H16 1.051
13 C 1.5936 1.1580 2.0115  C12 1.579, H17 1.019, H18 1.070, H19 1.089
14 H 2.4088 -0.7420 0.8721  C12 1.067
15 H 1.7841 0.6228 -0.1329  C12 1.097
16 H 3.1084 0.6819 0.4591  C12 1.051
17 H 1.4871 2.1468 1.7915  C13 1.019
18 H 2.1122 1.0741 2.9432  C13 1.070
19 H 0.5367 0.9216 2.1254  C13 1.089

natural (NBO) population analysis, charges in e, atoms 1 to 6: -0.387 -0.607 -0.593 0.189 0.195 0.200

***

Model R:
The following is a quantum chemistry calculation of a 2-piece molecular cluster, C5H14 overall, from OMol25.

For the HOMO energy, the calculation gives -11.4049 eV. Its molar mass is 74.17 Da. As for the charge: 0. As for the SMILES: CCC.CC. Its gap between HOMO and LUMO is 12.51 eV.

Bonds (Å) are listed after each position.
Geometry (Å):
1 C 0.3806 -1.0933 2.2115  C2 1.539, H3 1.087, H4 1.089, H5 1.089
2 C -0.5865 -2.2205 2.6161  C1 1.539, H6 1.092, H7 1.083, H8 1.099
3 H 0.8287 -1.3018 1.2429  C1 1.087
4 H -0.2350 -0.2225 1.9891  C1 1.089
5 H 1.0699 -0.9034 3.0327  C1 1.089
6 H -1.3561 -2.4487 1.8765  C2 1.092
7 H -1.0002 -2.0028 3.5932  C2 1.083
8 H -0.0478 -3.1707 2.7420  C2 1.099
9 C 0.2157 1.1036 -2.3488  C10 1.529, C11 1.532, H12 1.094, H13 1.093
10 C 0.3633 0.0764 -1.2262  C9 1.529, H14 1.090, H17 1.087, H18 1.094
11 C -0.3067 2.4482 -1.8327  C9 1.532, H15 1.093, H16 1.083, H19 1.088
12 H 1.1743 1.2702 -2.8499  C9 1.094
13 H -0.4633 0.7678 -3.1366  C9 1.093
14 H -0.5224 -0.5527 -1.1405  C10 1.090
15 H 0.3720 2.8074 -1.0542  C11 1.093
16 H -0.3114 3.1640 -2.6450  C11 1.083
17 H 0.5675 0.5699 -0.2796  C10 1.087
18 H 1.1621 -0.6546 -1.3830  C10 1.094
19 H -1.3047 2.3637 -1.4075  C11 1.088

natural (NBO) population analysis, charges in e, atoms 1 to 6: -0.607 -0.604 0.205 0.200 0.207 0.203

***

Model S:
The following is a quantum chemistry calculation of a 2-piece molecular cluster, C5H14 overall, from OMol25.

For the HOMO energy, the calculation gives -11.1290 eV. Its molar mass is 74.17 Da. As for the charge: 0. As for the SMILES: CCC.CC. Its gap between HOMO and LUMO is 12.20 eV.

Bonds (Å) are listed after each position.
Geometry (Å):
1 C -0.4142 -1.4236 0.1849  C2 1.542, C3 1.512, H4 1.085, H5 1.094
2 C -1.6175 -1.8009 -0.7022  C1 1.542, H6 1.092, H9 1.098, H10 1.085
3 C 0.5039 -2.6024 0.4149  C1 1.512, H7 1.092, H8 1.094, H11 1.084
4 H 0.1035 -0.5666 -0.2325  C1 1.085
5 H -0.8858 -1.0007 1.0772  C1 1.094
6 H -1.6533 -2.8807 -0.8589  C2 1.092
7 H 1.0285 -2.7933 -0.5241  C3 1.092
8 H 1.3023 -2.3891 1.1320  C3 1.094
9 H -1.6621 -1.3972 -1.7226  C2 1.098
10 H -2.5602 -1.4530 -0.2915  C2 1.085
11 H 0.0313 -3.5214 0.7433  C3 1.084
12 C 0.3757 2.1719 0.2156  C13 1.531, H14 1.088, H15 1.088, H16 1.087
13 C 1.1162 3.4796 -0.0789  C12 1.531, H17 1.092, H18 1.086, H19 1.096
14 H -0.4959 2.1064 -0.4315  C12 1.088
15 H 1.1270 1.4020 0.0554  C12 1.088
16 H 0.0883 2.1032 1.2616  C12 1.087
17 H 1.5195 3.4994 -1.0937  C13 1.092
18 H 0.5768 4.4131 0.0548  C13 1.086
19 H 1.9896 3.5140 0.5832  C13 1.096

natural (NBO) population analysis, charges in e, atoms 1 to 6: -0.411 -0.614 -0.606 0.206 0.197 0.202

***

Pick model R: it beats the second-best structure by 3.7 kcal/mol.

***

Model P:
The following is a quantum chemistry calculation of a 2-piece molecular cluster, C5H14 overall, from OMol25.

For the HOMO energy, the calculation gives -11.1310 eV. Its molar mass is 74.17 Da. As for the charge: 0. As for the SMILES: CCC.CC. Its gap between HOMO and LUMO is 12.29 eV.

Bonds (Å) are listed after each position.
Geometry (Å):
1 C 1.8624 -0.3119 0.0243  C2 1.544, C3 1.516, H4 1.094, H5 1.101
2 C 0.6519 -0.8889 0.7894  C1 1.544, H6 1.092, H7 1.093, H10 1.114
3 C 2.0701 -1.0803 -1.2661  C1 1.516, H8 1.097, H9 1.093, H11 1.083
4 H 1.7263 0.7706 -0.0577  C1 1.094
5 H 2.7041 -0.3417 0.7329  C1 1.101
6 H 0.6376 -0.3240 1.7233  C2 1.092
7 H 0.7612 -1.9692 0.9185  C2 1.093
8 H 1.1426 -1.5326 -1.6368  C3 1.097
9 H 2.3251 -0.4928 -2.1517  C3 1.093
10 H -0.3492 -0.6334 0.3731  C2 1.114
11 H 2.7910 -1.8858 -1.1941  C3 1.083
12 C -1.8668 1.3759 -0.4676  C13 1.525, H14 1.112, H15 1.090, H16 1.080
13 C -2.2120 0.8272 0.9126  C12 1.525, H17 1.111, H18 1.112, H19 1.073
14 H -0.7798 1.4137 -0.7006  C12 1.112
15 H -2.1107 0.7443 -1.3216  C12 1.090
16 H -2.3164 2.3502 -0.5895  C12 1.080
17 H -1.6093 1.2140 1.7626  C13 1.111
18 H -2.1903 -0.2806 1.0098  C13 1.112
19 H -3.2380 1.0452 1.1392  C13 1.073

natural (NBO) population analysis, charges in e, atoms 1 to 6: -0.408 -0.605 -0.624 0.199 0.199 0.202

***

Model Q:
The following is a quantum chemistry calculation of a 2-piece molecular cluster, C5H14 overall, from OMol25.

For the HOMO energy, the calculation gives -10.9572 eV. Its molar mass is 74.17 Da. As for the charge: 0. As for the SMILES: CCC.CC. Its gap between HOMO and LUMO is 12.07 eV.

Bonds (Å) are listed after each position.
Geometry (Å):
1 C 0.8339 -0.4240 -1.4013  C2 1.658, C3 1.523, H4 1.154, H5 1.141
2 C 1.3064 -1.9487 -0.9541  C1 1.658, H6 1.113, H8 1.111, H9 1.119
3 C -0.5474 -0.4643 -2.0410  C1 1.523, H7 1.051, H10 1.125, H11 1.058
4 H 0.8816 0.3868 -0.5822  C1 1.154
5 H 1.5810 -0.1613 -2.2230  C1 1.141
6 H 1.5578 -2.4799 -1.8991  C2 1.113
7 H -1.3287 -0.4997 -1.3384  C3 1.051
8 H 0.7528 -2.5272 -0.1839  C2 1.111
9 H 2.2362 -1.6381 -0.4143  C2 1.119
10 H -0.8795 0.4722 -2.5681  C3 1.125
11 H -0.6490 -1.2945 -2.6882  C3 1.058
12 C -1.1747 0.7056 2.3119  C13 1.613, H14 1.117, H15 1.089, H16 1.089
13 C -0.2254 1.8835 1.7531  C12 1.613, H17 1.057, H18 1.205, H19 1.108
14 H -1.9519 0.5362 1.5273  C12 1.117
15 H -0.5789 -0.1755 2.5440  C12 1.089
16 H -1.7974 1.0462 3.1381  C12 1.089
17 H 0.2560 1.5891 0.8593  C13 1.057
18 H -0.8042 2.9313 1.6174  C13 1.205
19 H 0.5314 2.0620 2.5428  C13 1.108

natural (NBO) population analysis, charges in e, atoms 1 to 6: -0.383 -0.629 -0.619 0.197 0.196 0.210

***

Pick model P: it beats the second-best structure by 13.5 kcal/mol.